# 1
12
Properties=species:S:1:pos:R:3:forces:R:3 method="wB97M-V/def2-TZVPD" homo_lumo_gap_ha=0.3581 smiles="C[C@H](Br)/C(Br)=C/Br" homo_ev=-9.53 e_tot_ev=-214355.3623 de_lowest_ev=0.107 multiplicity=1
C -1.323742 -1.079067 0.123368 0.9 0.6 1.3
C -0.955882 0.159779 -0.286112 -0.7 -0.9 -1.6
C 1.487612 -0.092060 0.288580 -0.9 -0.7 2.0
C 0.426477 0.724170 -0.434674 1.9 0.2 0.4
Br -3.107100 -1.646049 0.259769 0.0 -0.1 -0.2
Br -2.303895 1.228984 -1.154224 0.4 -0.2 0.3
Br 0.487929 2.504963 0.380614 -0.1 0.4 0.3
H -0.700480 -1.820467 0.692475 -0.2 1.1 -1.0
H 1.034593 -0.214787 1.341650 1.4 0.3 -1.1
H 1.511748 -1.119760 -0.091971 0.2 0.2 -0.3
H 2.513578 0.360173 0.267555 -1.2 -0.4 0.2
H 0.929166 0.994118 -1.387030 -1.7 -0.6 -0.2

# 2
49
Properties=species:S:1:pos:R:3:forces:R:3 method="wB97M-V/def2-TZVPD" homo_lumo_gap_ha=0.1905 charge=-1 homo_ev=-3.43 e_tot_ev=-101844.1835 multiplicity=1
C -1.749506 2.039832 5.021968 0.1 0.1 0.2
C -2.053268 1.200754 3.803226 0.3 -0.1 -0.4
O -0.815072 0.962552 3.125415 -1.0 0.5 1.0
C -0.882477 0.187978 2.004811 2.2 -0.9 -1.5
C 0.493747 -0.013276 1.498200 -1.6 -0.6 0.0
C 0.746017 -0.964674 0.467618 0.6 1.0 1.2
O -0.072472 -1.791928 0.051303 0.0 -0.5 -0.8
C 2.195516 -0.992047 -0.102024 -0.7 -0.8 0.1
C 2.616485 0.177212 -0.976195 0.5 0.2 0.0
C 3.123696 1.449731 -0.277817 -0.3 0.1 -0.4
C 2.049728 2.305563 0.412301 0.4 0.3 0.1
C 1.926716 2.049215 1.906804 0.0 -0.1 0.3
C 1.599426 0.602498 2.291054 0.1 0.1 0.0
O -1.932503 -0.220052 1.540603 -0.4 0.3 0.4
H -2.677272 2.267538 5.550222 0.0 0.0 0.0
H -1.086625 1.508556 5.713278 -0.1 0.1 -0.1
H -1.273086 2.987755 4.748726 0.0 -0.2 0.0
H -2.497464 0.238990 4.085659 -0.1 0.2 -0.1
H -2.734299 1.721302 3.121072 -0.1 -0.2 0.1
H 2.895561 -1.141636 0.732470 0.0 0.0 -0.3
H 2.220197 -1.899925 -0.720973 0.0 0.1 0.2
H 3.456565 -0.191173 -1.584113 -0.2 0.1 -0.1
H 1.807248 0.438292 -1.675962 0.1 -0.1 0.2
H 3.927880 1.197438 0.428896 -0.2 0.0 0.0
H 3.593302 2.064237 -1.061067 0.0 -0.1 0.1
H 2.330098 3.359883 0.285214 -0.1 0.0 0.0
H 1.080419 2.177239 -0.082889 0.1 -0.1 0.1
H 2.872039 2.303795 2.401083 0.0 0.3 0.0
H 1.150648 2.699077 2.330194 0.1 0.0 -0.1
H 1.303929 0.596948 3.350396 0.4 -0.1 -0.2
H 2.493952 -0.024543 2.197425 0.0 0.3 0.1
Br 1.628173 -1.195614 -6.386879 0.0 -0.1 -0.1
C 0.350363 -1.258453 -4.996762 -0.8 0.4 0.9
C -0.420836 -0.111366 -4.728378 0.2 -0.8 -0.1
C -1.301373 -0.122267 -3.653866 0.1 -0.6 0.5
C -1.433720 -1.250897 -2.811510 1.5 0.1 -0.8
C -2.302574 -1.143726 -1.666689 -0.9 -1.0 1.0
C -2.583782 -2.185519 -0.832896 1.6 0.3 -1.6
N -3.830328 -2.282498 -0.233081 -2.6 0.6 1.8
O -4.122062 -3.274476 0.481309 0.8 1.5 -1.3
O -4.644235 -1.361662 -0.474861 0.7 -1.4 0.5
C -0.695104 -2.417651 -3.146783 -0.1 0.6 0.1
C 0.201388 -2.413847 -4.214897 -0.2 0.4 -0.2
H -0.336553 0.762816 -5.357598 0.1 0.0 0.0
H -1.902779 0.752303 -3.411752 0.2 -0.1 -0.1
H -2.805716 -0.188608 -1.510085 -0.3 -0.5 -0.3
H -1.887092 -2.995429 -0.641977 -0.5 0.0 -0.2
H -0.807276 -3.314437 -2.535088 0.1 0.3 -0.2
H 0.784380 -3.295801 -4.465105 -0.1 0.1 0.1

# 3
20
Properties=species:S:1:pos:R:3:forces:R:3 method="wB97M-V/def2-TZVPD" homo_lumo_gap_ha=0.3604 smiles="CN(C)C(=O)CN.O" homo_ev=-9.08 e_tot_ev=-11416.3818 de_lowest_ev=2.835 multiplicity=1
N 1.830377 -1.525680 -0.594831 -3.1 2.6 1.2
C 1.314657 -1.140779 0.694572 1.0 1.9 1.1
C 0.456220 0.210768 0.701082 1.5 -1.1 0.1
N -0.757234 0.119002 0.111830 -2.1 0.6 0.7
C -1.864889 0.936458 0.717709 0.0 0.2 -1.8
C -1.225999 -0.902434 -0.838686 -1.5 -0.5 1.0
O 0.911289 1.228420 1.250274 -1.1 -1.8 0.0
H 2.565972 -1.030746 -0.949241 2.2 1.2 -0.8
H 1.852657 -2.453504 -0.674517 0.6 -4.2 -0.8
H 0.718450 -1.977474 1.102044 0.2 0.5 -0.1
H 2.162791 -0.871059 1.413365 -1.2 -0.6 -0.6
H -2.823207 0.452199 0.457921 0.5 -0.3 0.8
H -1.986500 1.873049 0.160963 0.5 0.2 0.4
H -1.712704 1.132096 1.777654 0.0 -0.2 -0.1
H -0.634975 -0.932286 -1.689049 1.8 -0.3 -1.3
H -1.360102 -1.943003 -0.433594 0.3 1.0 -0.1
H -2.202841 -0.632429 -1.313008 0.5 0.2 1.0
H 0.910940 1.978788 -1.237493 0.1 -6.2 -2.2
H 0.941200 2.733927 0.175032 -0.1 -1.0 -2.3
O 0.903896 2.744687 -0.832028 0.0 7.6 3.9

# 4
38
Properties=species:S:1:pos:R:3:forces:R:3 method="wB97M-V/def2-TZVPD" homo_lumo_gap_ha=0.2161 charge=-1 homo_ev=-3.73 e_tot_ev=-25000.9047 de_lowest_ev=3.483 multiplicity=1
O 12.543530 15.122990 21.578390 0.6 1.7 -2.2
H 11.652210 14.787690 21.457100 -3.2 -0.7 -0.1
H 12.902970 14.863720 22.429970 2.0 -1.5 3.6
H 13.066630 14.795000 20.843280 0.5 -0.3 0.0
C 13.225960 14.205160 25.118320 0.6 0.3 -2.0
O 13.844700 14.157830 23.864090 -0.4 0.3 -0.6
H 13.308390 15.208600 25.535960 -0.4 0.4 0.4
H 12.187490 13.938660 24.921700 -0.8 0.0 0.9
H 13.649690 13.534410 25.865730 0.2 -0.5 0.2
C 9.570050 13.890230 22.617540 0.8 1.6 -0.1
O 9.895620 14.526830 21.417220 0.9 -0.7 -0.3
H 9.143570 14.689260 23.223980 -1.0 -0.1 0.7
H 8.932310 13.006380 22.603260 -0.3 -0.1 -0.5
H 10.433550 13.643090 23.235120 0.6 -0.5 0.0
O 6.625770 16.078660 22.210830 -0.3 0.2 0.3
H 6.119740 15.922700 21.413430 0.0 0.0 -0.3
H 7.153620 15.287470 22.318690 0.4 -0.2 -0.1
O 7.456040 11.625950 19.983610 -0.5 -0.3 -0.1
H 6.795440 12.095120 19.473980 -0.2 0.2 -0.2
H 7.132080 11.657970 20.883760 0.1 -0.1 0.3
O 9.876560 12.575740 19.311490 0.9 -0.5 -0.7
H 9.011330 12.169660 19.363400 -0.1 -0.1 0.2
H 9.859510 13.262910 19.977630 0.1 0.5 0.9
O 7.174170 11.461510 23.800410 -0.2 -0.4 -0.1
H 6.730200 12.142510 23.295080 -0.1 0.3 0.0
H 7.940770 11.898880 24.170890 0.3 0.1 0.1
O 12.334360 11.920070 21.714250 0.2 0.0 -0.2
H 11.490120 12.076040 21.290970 -0.4 0.0 -0.4
H 12.115320 11.745860 22.629620 0.2 0.2 0.3
O 10.047680 17.350950 22.345850 0.2 0.6 0.1
H 9.302930 17.501790 22.927940 -0.2 0.1 0.1
H 9.919750 16.460700 22.018240 -0.1 -1.0 -0.5
O 8.735200 15.314880 18.925820 -0.5 0.3 -0.8
H 9.278250 14.870630 19.576940 0.1 -0.1 0.7
H 8.719880 16.228960 19.209460 0.0 0.2 0.2
O 10.141700 16.193820 25.450290 -0.2 0.4 0.2
H 10.331210 15.505530 26.087920 0.2 -0.2 0.1
H 9.689260 15.742700 24.737530 0.0 -0.1 -0.3

# 5
14
Properties=species:S:1:pos:R:3:forces:R:3 method="wB97M-V/def2-TZVPD" homo_lumo_gap_ha="0.1532 / 0.4511" homo_ev="-3.43 / -11.75" e_tot_ev=-5770.1924 de_lowest_ev=0.533 multiplicity=2
N -1.731018 1.528795 -0.359835 1.7 2.5 0.7
H -1.640279 2.561868 -0.023803 -0.3 -1.0 0.1
H -2.076498 1.714795 -1.311145 -0.3 -0.7 -0.3
H -2.376809 1.046943 0.293709 -0.1 -0.3 -0.2
H -0.659115 1.234827 -0.326609 -1.9 0.1 -0.4
C 0.668698 -0.475154 0.663450 -0.5 -1.0 -0.2
O 0.677772 0.673729 -0.237210 1.7 -1.7 1.1
C 1.082563 -1.776642 -0.040000 -0.8 0.4 -0.9
H -0.364091 -0.583281 0.982121 0.0 0.2 0.4
H 1.324236 -0.345605 1.528146 -0.2 0.6 -0.1
H 1.625349 0.728658 -0.415065 -0.1 0.8 -0.6
H 1.887281 -1.540330 -0.742793 0.2 -0.4 0.3
H 0.259078 -2.180260 -0.652796 0.2 0.4 0.1
H 1.322829 -2.588345 0.641835 0.4 0.2 0.2

# 6
81
Properties=species:S:1:pos:R:3:forces:R:3 method="wB97M-V/def2-TZVPD" homo_lumo_gap_ha="0.1283 / 0.2050" charge=-2 homo_ev="0.54 / -1.55" e_tot_ev=-92652.5551 de_lowest_ev=0.161 multiplicity=2
Hg 0.162459 0.212152 -0.453881 0.0 0.4 0.6
Cl -2.686742 -6.294507 1.176524 0.0 0.0 0.0
C -2.015705 -4.662846 1.377347 0.0 -0.1 0.0
C -2.585277 -3.815960 2.319118 0.0 0.0 0.0
C -2.038489 -2.537004 2.462900 0.0 0.0 0.1
C -0.935072 -2.070053 1.717048 -0.1 0.0 -0.3
O -0.455058 -0.893626 1.866329 0.1 0.3 0.2
C -0.378025 -2.979861 0.706633 -0.2 -0.1 0.2
C 0.651305 -2.643405 -0.173783 0.2 -0.1 -0.1
O 1.293214 -1.491911 -0.309370 0.1 -0.3 -0.1
C -0.953077 -4.280344 0.593430 0.0 0.0 0.0
H -3.428753 -4.140550 2.914903 0.0 0.0 0.0
H -2.461978 -1.843594 3.182046 0.0 0.0 0.0
H 0.961832 -3.424080 -0.876729 0.0 0.0 0.0
H -0.552929 -4.965889 -0.144825 0.0 0.0 0.0
S -2.387603 3.941085 0.310800 0.0 0.0 -0.1
C -0.762037 4.425431 0.073910 0.1 0.0 0.0
C 0.046640 3.363212 -0.194439 0.0 -0.1 0.1
C -0.640882 2.110860 -0.209941 -0.1 0.0 -0.3
C -1.976287 2.281647 0.016037 -0.1 -0.2 0.0
C -3.015236 1.234292 -0.024241 0.1 0.0 -0.1
C -4.349713 1.483518 0.304737 0.0 -0.1 0.1
C -5.251887 0.435364 0.256395 0.0 0.0 0.0
C -4.817800 -0.826973 -0.120394 0.0 0.0 0.0
C -3.477508 -0.983718 -0.452288 0.0 0.1 0.4
N -2.614342 0.021226 -0.419779 0.1 0.1 0.3
H -0.486778 5.465846 0.153269 0.0 0.0 0.0
H 1.109590 3.456439 -0.378160 0.0 0.0 0.0
H -4.668699 2.473472 0.604906 0.0 0.0 0.0
H -6.290488 0.605826 0.517574 0.0 0.0 0.0
H -5.488454 -1.675015 -0.153620 0.0 0.0 0.0
H -3.080643 -1.945409 -0.756807 0.0 0.1 0.1
C 1.354600 1.664832 2.761422 0.0 0.0 -0.1
N 2.277393 1.124857 1.760641 -0.1 0.1 -0.1
C 2.752155 -0.174031 2.230369 0.0 0.0 -0.1
N 3.465029 -0.050558 3.518900 0.0 0.0 0.0
C 2.524197 0.527353 4.483230 0.0 0.0 0.1
N 2.022304 1.840890 4.068785 0.0 0.0 0.0
C 3.170715 2.722564 3.878232 0.0 0.1 0.0
N 4.131940 2.215768 2.893670 -0.1 0.0 0.0
C 3.406103 2.028339 1.618721 0.1 0.0 0.0
C 4.567574 0.891325 3.346149 0.1 0.0 0.0
H 0.519132 0.972215 2.859970 -0.1 0.0 0.0
H 0.981090 2.633628 2.419493 0.0 0.0 0.0
H 3.423454 -0.605750 1.482914 0.0 0.0 0.0
H 1.890463 -0.831224 2.335070 -0.1 -0.1 0.0
H 3.031842 0.633578 5.449114 0.0 0.0 0.0
H 1.677036 -0.151371 4.595104 0.0 0.0 0.0
H 3.685762 2.851476 4.837020 0.0 0.0 0.0
H 2.810484 3.697879 3.539444 0.0 0.0 0.0
H 4.097884 1.645712 0.866377 0.0 0.0 0.0
H 3.049078 3.001187 1.272802 0.0 0.0 0.0
H 5.093715 1.002680 4.301211 0.0 0.0 0.0
H 5.265908 0.486040 2.608201 0.0 0.0 0.0
C 1.970899 1.246844 -3.855416 0.0 -0.1 -0.1
N 2.745687 0.229325 -3.169671 0.0 0.1 -0.1
C 2.534616 -1.143042 -3.249239 -0.2 0.1 0.2
C 3.377998 -1.717462 -2.373457 0.1 0.0 -0.1
N 4.126175 -0.697208 -1.812312 -0.1 0.1 0.1
C 3.730271 0.509219 -2.292128 0.0 0.1 0.2
S 4.360585 2.027660 -1.874975 0.0 -0.1 -0.1
H 1.206187 0.744615 -4.439267 -0.1 0.0 0.0
H 2.628407 1.841995 -4.491567 0.0 0.0 0.0
H 1.476773 1.890806 -3.130740 0.0 0.0 0.0
H 1.693418 -1.552813 -3.783382 0.0 -0.1 0.0
H 3.479119 -2.735861 -2.049608 -0.1 0.0 0.0
H 4.675229 -0.760444 -0.974984 0.1 0.0 -0.1
C -4.138716 0.961617 -3.289154 0.0 0.0 0.0
N -3.129695 -0.074630 -3.337405 0.0 0.0 -0.1
C -3.508085 -1.385081 -3.352278 0.0 0.0 -0.3
C -2.607571 -2.372372 -3.296063 0.0 0.0 -0.1
C -1.185369 -2.021677 -3.163850 0.1 -0.1 0.2
O -0.331055 -2.916704 -3.206061 0.1 0.1 -0.1
N -0.858785 -0.709733 -2.965101 0.0 0.0 -0.6
C -1.761865 0.274095 -3.167818 0.1 0.0 0.3
O -1.476561 1.473682 -3.175313 0.0 0.0 -0.1
H -4.769258 0.933943 -4.183414 0.0 0.0 0.0
H -3.623278 1.916685 -3.240657 0.0 0.0 0.0
H -4.769457 0.848803 -2.402405 0.0 0.0 -0.1
H -4.576441 -1.561863 -3.418150 0.0 0.0 0.0
H -2.892659 -3.413412 -3.318073 0.0 0.0 0.0